{
  "formula": "C8H8",
  "method": "ωB97M-V/def2-TZVPD",
  "symbols": ["C", "C", "C", "C", "C", "C", "C", "C", "H", "H", "H", "H", "H", "H", "H", "H"],
  "coordinates": [[-1.734, -0.419, 0.520], [-1.806, -0.461, -0.961], [-0.556, -0.368, -1.735], [1.612, 0.598, -0.396], [1.724, 0.560, 0.981], [0.702, -0.033, 1.635], [-0.322, 0.209, 0.591], [0.378, -0.192, -0.644], [-2.614, -0.160, 1.233], [-2.794, -0.511, -1.259], [-0.598, -0.304, -2.926], [2.448, 0.597, -1.253], [2.544, 1.122, 1.688], [0.730, -0.169, 2.767], [-0.445, 1.348, 0.514], [0.741, -1.295, -0.711]],
  "forces_ev_per_a": [[0.7, 2.9, -3.7], [1.0, -0.7, 2.9], [-4.1, 0.5, -0.3], [2.7, -1.6, -3.6], [5.4, 2.2, 3.0], [-0.5, 1.6, 1.8], [-3.9, -2.6, 3.3], [2.4, 0.7, -2.5], [1.7, -0.9, -1.5], [-1.7, -0.5, -1.8], [0.7, -0.1, 3.1], [-1.7, 0.6, 2.5], [-1.3, -1.8, -2.4], [-0.7, 0.3, -1.8], [-0.4, -1.8, 0.4], [-0.2, 1.1, 0.7]],
  "mulliken_charge": [-0.688, -0.278, -0.952, -0.780, 0.142, -0.695, 0.387, 0.581, 0.290, 0.480, 0.269, 0.239, 0.201, 0.298, 0.274, 0.232],
  "lumo_ev": -1.5777,
  "relative_energy_ev": 7.986,
  "homo_energy_ha": -0.229,
  "total_charge": 0,
  "total_energy_ha": -309.3203
}